Arrangement w

6
Properties=species:S:1:pos:R:3:mulliken_charge:R:1 method="wB97M-V/def2-TZVPD" smiles=O.O multiplicity=1 orbital_gap_ev=11.88 charge=0
O -0.62 -0.22 -1.56 -0.638
O 0.85 0.16 1.56 -0.623
H 0.43 0.75 0.92 0.296
H 0.08 -0.40 1.86 0.323
H -1.50 -0.64 -1.41 0.326
H -0.80 0.72 -1.33 0.316


Arrangement x

6
Properties=species:S:1:pos:R:3:mulliken_charge:R:1 method="wB97M-V/def2-TZVPD" smiles=O.O multiplicity=1 orbital_gap_ev=11.49 charge=0
O 1.35 0.86 0.29 -0.642
O -1.23 -0.66 -0.35 -0.657
H 1.80 0.20 0.88 0.304
H -1.24 -1.37 0.32 0.320
H 0.57 0.30 0.00 0.364
H -2.13 -0.71 -0.71 0.311


What should be chosen as the most stable of them? Choose arrangement x.


Arrangement w

24
Properties=species:S:1:pos:R:3:mulliken_charge:R:1 method="wB97M-V/def2-TZVPD" smiles="CNC(C)=O.CNC(C)=O" multiplicity=1 orbital_gap_ev=10.44 charge=0
O -0.37 2.51 -1.11 -0.619
O 1.63 -1.71 0.84 -0.600
N -0.90 0.33 -1.43 -0.144
N 0.02 -0.52 1.89 -0.240
C -0.60 -2.55 0.67 -1.025
C -0.02 1.39 -1.41 0.700
C 1.40 1.03 -1.73 -1.151
C 1.04 0.39 2.37 -0.805
C 0.45 -1.53 1.04 0.641
C -2.28 0.55 -1.05 -0.911
H -0.81 -0.09 1.50 0.315
H -2.68 -0.39 -0.66 0.272
H -2.93 0.87 -1.86 0.323
H 1.53 0.98 -2.82 0.364
H 1.70 0.76 1.59 0.237
H 1.65 -0.14 3.11 0.268
H -0.19 -3.26 -0.04 0.275
H -1.54 -2.14 0.32 0.209
H -0.81 -3.06 1.60 0.366
H -0.68 -0.47 -2.00 0.256
H 1.70 0.00 -1.52 0.295
H -2.33 1.24 -0.21 0.317
H 2.10 1.63 -1.16 0.294
H 0.59 1.25 2.86 0.363


Arrangement x

24
Properties=species:S:1:pos:R:3:mulliken_charge:R:1 method="wB97M-V/def2-TZVPD" multiplicity=1 orbital_gap_ev=9.68 charge=0
O 0.61 -2.03 1.29 -0.559
O 2.04 -1.68 -0.48 -0.654
N 1.64 1.51 -2.53 -0.641
N -1.22 -0.65 0.04 0.192
C 1.12 -1.47 0.29 0.355
C -0.05 -0.46 0.60 0.825
C 1.57 1.03 1.65 -1.202
C -1.32 -1.31 -1.22 -0.989
C 0.14 0.56 1.64 -0.644
C -2.48 -0.29 0.60 -1.013
H 1.46 1.09 -3.42 0.223
H 2.66 1.36 -2.50 0.232
H -2.99 -1.15 0.63 0.457
H -0.55 1.42 1.40 0.445
H -1.77 -0.59 -1.94 0.326
H -2.39 0.15 1.67 0.315
H -3.13 0.33 -0.13 0.261
H 2.01 0.99 0.64 0.284
H -1.96 -2.24 -1.17 0.336
H -0.25 0.37 2.68 0.334
H 1.42 2.45 -2.62 0.204
H -0.28 -1.69 -1.49 0.240
H 2.15 0.25 2.20 0.321
H 1.58 2.04 2.16 0.353


What should be chosen as the most stable of them? Choose arrangement w.